{"formula": "C18H26N3O8P2Sn", "method": "wB97M-V/def2-TZVPD", "relative_energy_kj_mol": 361.0, "e_homo_ev": [-17.113, -17.113], "charge": 3, "gap_ev": [4.2, 4.3], "species": ["Sn", "P", "P", "O", "O", "O", "O", "O", "O", "O", "O", "N", "N", "N", "C", "C", "C", "C", "C", "C", "C", "C", "C", "C", "C", "C", "C", "C", "C", "C", "C", "C", "H", "H", "H", "H", "H", "H", "H", "H", "H", "H", "H", "H", "H", "H", "H", "H", "H", "H", "H", "H", "H", "H", "H", "H", "H", "H"], "positions_angstrom": [[0.069940, -0.177325, 0.148938], [2.381396, -1.040458, 0.196485], [-2.343788, 0.776433, -0.717137], [-2.013983, -3.331643, 5.774349], [-0.168703, 1.667261, 2.411422], [-0.684254, -0.575964, 2.085782], [0.892566, 1.402066, 8.591416], [-0.154049, 4.720291, -2.396133], [-1.455669, -2.758674, 7.817072], [3.475974, 2.121347, -3.429769], [1.318014, 2.744148, 6.903230], [0.834060, 1.695932, 7.380058], [-1.499868, -2.537218, 6.589527], [-0.230186, -1.397064, -1.613696], [-1.520023, -2.349521, -3.273190], [2.034880, -2.311406, 1.434494], [-0.977995, -1.056453, 4.717688], [0.120997, 1.096163, 5.135157], [-0.346911, -0.413877, 6.987885], [0.899175, -2.468741, -3.365258], [-0.344346, -2.800464, -3.877326], [-0.440762, 0.483680, 2.821528], [0.987976, -1.752337, -2.160542], [-0.456385, 0.167400, 4.268422], [0.180721, 0.780902, 6.494985], [2.219969, -1.530367, -1.465888], [-2.661078, -0.893755, -1.519417], [-0.930861, -1.314177, 6.094166], [-1.444844, -1.531399, -2.164093], [-2.967785, 1.871197, -2.033764], [3.753013, 0.094798, 0.589171], [-3.659664, 0.813710, 0.536995], [0.496839, 2.036695, 4.746237], [0.472052, 3.950999, -2.097865], [-0.634371, 1.284508, 0.182326], [1.913434, -1.891940, 2.457301], [-3.412305, 1.611955, 1.244260], [3.785007, 0.913409, -0.160662], [-2.938113, 2.895470, -1.645775], [-2.509010, -2.549134, -3.652291], [-0.429233, -3.371212, -4.798113], [-0.809204, 4.444286, -1.715934], [1.827885, -2.814886, -3.797258], [-4.655528, 1.031794, 0.121975], [4.399137, 2.056143, -3.299022], [4.623238, -0.588370, 0.541034], [3.400953, 2.610784, -4.240516], [-3.979464, 1.620573, -2.403068], [3.146098, -1.712776, -2.002368], [1.122703, -2.885683, 1.153663], [3.634661, 0.504413, 1.611300], [-0.297066, -0.632212, 8.049297], [-3.062406, -1.569377, -0.746933], [-3.453093, -0.798767, -2.280502], [2.949883, -2.939712, 1.380330], [-2.250905, 1.849312, -2.863141], [-1.434178, -1.769729, 4.035121], [-3.721342, -0.122430, 1.105542]], "forces_ev_per_angstrom": [[1.185, -0.653, 2.191], [-0.914, 1.296, 0.993], [-4.861, -0.664, -1.621], [1.042, 1.740, 0.983], [-0.715, -4.083, -0.320], [0.361, -0.423, -2.966], [-0.322, 0.249, -2.629], [0.940, -3.570, 2.143], [0.118, 0.895, -2.652], [-1.472, -0.459, 0.493], [-1.056, -2.150, 0.438], [1.692, 2.424, 2.869], [-1.366, -3.199, 1.901], [0.400, 1.878, 1.844], [-0.025, 0.178, -0.446], [0.622, -0.668, 0.004], [0.087, 0.234, 0.761], [-0.204, -0.170, 0.527], [0.034, 0.120, -0.115], [0.588, 0.040, 0.321], [-0.533, 0.021, -0.379], [0.718, 3.569, 1.353], [-0.782, -0.840, 0.033], [-0.055, -0.214, -0.024], [-0.599, -0.936, -1.448], [0.210, -0.619, -0.930], [0.787, -0.680, 0.106], [0.465, 1.240, -0.992], [0.419, -0.586, 0.227], [1.271, 0.915, -0.247], [-0.199, -0.461, -0.308], [0.372, 0.123, 0.997], [0.044, -0.117, 0.250], [-0.644, 2.336, -1.476], [-0.004, 1.840, -0.212], [0.151, -0.080, -0.710], [-0.172, -0.004, 0.046], [0.145, -0.583, 0.398], [-0.259, -0.068, -0.129], [0.025, -0.249, -0.430], [0.148, -0.073, 0.165], [-0.241, 1.273, -0.641], [-0.096, -0.010, -0.334], [0.449, -0.019, -0.306], [1.631, -0.058, 0.246], [0.028, 0.672, 0.040], [-0.209, 0.436, -0.639], [0.418, -0.193, 0.535], [-0.116, -0.036, -0.244], [0.732, 0.201, 0.172], [-0.002, -0.317, -0.485], [-0.029, -0.019, -0.090], [0.155, 0.088, -0.113], [0.244, 0.262, 0.305], [-0.682, -0.139, 0.402], [-0.218, 0.042, -0.060], [0.119, 0.107, 0.332], [0.174, 0.164, -0.132]], "mulliken_charge": [0.59, 0.41, 0.55, -0.58, -0.65, -0.61, -0.53, -0.56, -0.53, -0.58, -0.56, 0.97, 0.99, -0.01, -0.80, -1.06, -0.61, -0.50, -0.24, -0.93, -0.48, 0.72, 1.21, 0.63, -0.39, -0.99, -1.20, -0.41, 0.97, -1.20, -0.95, -1.27, 0.67, 0.28, 0.37, 0.34, 0.41, 0.37, 0.40, 0.53, 0.48, 0.30, 0.50, 0.43, 0.30, 0.45, 0.31, 0.47, 0.45, 0.40, 0.41, 0.66, 0.46, 0.58, 0.49, 0.43, 0.67, 0.44]}